Entry 1:
This record from the OMol25 dataset describes a 9-piece molecular cluster, C16H52N2O10 overall. The level of theory is the ωB97M-V functional and the def2-TZVPD basis.

```
80
Properties=species:S:1:pos:R:3:forces:R:3
C -3.104 1.178 0.049 0.058 -0.212 -0.610
O 0.943 5.322 1.505 -0.226 0.050 0.131
H 0.190 1.493 0.301 -0.049 -0.086 0.574
H -0.431 1.188 4.889 -0.104 0.051 0.047
H -2.511 0.454 -0.524 -0.039 0.077 -0.082
C -4.402 1.471 -0.698 0.709 0.377 0.672
H 3.260 2.478 1.769 -0.370 0.001 -0.335
H 1.831 -0.350 2.256 -0.406 0.105 0.394
H -2.242 -2.594 2.188 -0.084 -0.048 0.094
H 3.821 -1.728 3.233 -0.157 0.219 0.189
H -4.465 1.217 -2.600 0.225 0.235 -0.288
C 0.019 1.927 4.224 0.370 0.000 -0.243
H -2.581 -1.582 -1.751 -0.260 0.173 0.173
C -2.469 -4.341 -4.605 0.427 0.133 -0.049
H 0.642 0.284 -0.824 -0.070 -0.277 0.049
O -2.916 -3.588 -3.494 0.276 -0.274 -0.056
H -2.980 -1.746 0.017 -0.029 0.234 -0.152
C -2.675 -4.304 -2.299 -0.755 -0.374 -0.040
O -4.117 1.914 -2.035 -0.329 -0.604 0.241
H 2.294 3.792 -2.450 0.115 0.191 -0.015
H -2.885 -5.353 -4.623 -0.127 -0.006 0.132
N 3.964 3.803 -3.750 0.333 0.295 -0.074
H -0.411 2.912 4.395 -0.147 -0.060 0.116
H 0.265 4.730 -0.302 -0.195 0.055 0.008
H -3.276 0.704 1.015 -0.123 0.327 0.175
C -2.020 -2.017 3.100 -0.337 -0.199 -1.046
N -3.202 -4.381 0.090 -0.272 -0.562 -0.808
H -1.489 -2.380 -0.659 -0.036 -0.226 0.089
O 0.115 -0.443 1.066 -0.102 0.140 0.394
H 1.780 0.664 0.439 -0.026 0.207 0.204
C 3.945 2.690 0.945 0.388 -0.117 0.559
H -2.740 -3.845 -5.534 -0.133 0.198 0.135
H -1.623 -4.565 -2.122 0.168 0.470 -0.149
H 3.708 -1.083 1.619 -0.223 0.120 0.067
C 0.352 4.309 0.699 0.628 -0.133 -0.235
H -3.514 -5.296 -0.248 0.262 -0.086 0.401
H 4.370 4.722 -3.583 -0.421 -0.029 0.260
H 1.942 -3.227 -0.185 0.049 0.313 0.037
H -2.786 -2.266 3.830 0.242 -0.133 0.252
C -3.271 -3.534 -1.138 0.122 0.067 0.970
H 4.774 3.212 -3.918 -0.152 -0.097 -0.122
H -0.194 1.644 3.190 -0.125 -0.050 -0.062
O 3.281 2.746 -0.288 -0.282 -0.245 0.058
H 1.090 4.963 2.385 -0.011 -0.036 -0.012
H 1.038 3.464 0.610 -0.078 -0.076 0.012
H 4.435 3.635 1.202 0.098 0.027 -0.189
H -3.972 -4.118 0.701 0.243 0.261 0.118
C 0.712 0.541 0.240 0.225 -0.007 -1.176
O -2.153 -0.636 2.834 0.241 0.254 0.210
O 1.416 2.055 4.433 0.234 -0.052 0.108
H 4.508 -0.136 2.832 -0.269 0.114 0.289
H -1.385 -0.326 2.328 -0.073 -0.245 -0.025
H -0.312 -4.097 1.323 -0.036 0.542 -0.169
C 4.043 3.276 -1.344 -0.291 0.524 0.076
H 5.027 2.801 -1.457 -0.128 -0.404 -0.040
H -2.318 2.790 -0.644 0.062 0.028 0.082
H -4.865 2.316 -0.181 -0.291 -0.220 -0.011
C 3.215 3.231 -2.621 0.697 -0.351 -0.752
H 2.012 1.913 -3.824 0.024 0.074 -0.049
C 0.477 -4.206 0.580 -0.362 -0.169 -0.056
H -5.038 0.585 -0.666 -0.162 0.106 -0.161
O 1.242 -3.003 0.435 0.064 -0.335 0.336
H 1.057 -5.057 0.946 0.321 0.125 -0.334
C -2.550 -2.220 -0.866 0.069 -0.251 -0.309
C 3.650 -0.797 2.679 0.782 -0.514 -0.514
H -1.020 -2.349 3.392 0.000 0.328 0.456
C 2.802 1.835 -3.078 -0.678 -0.180 0.659
H 3.593 1.232 -3.527 0.293 0.176 0.173
H 0.342 -1.330 0.751 0.176 -0.013 -0.117
H -4.334 -3.354 -1.329 0.125 0.246 -0.512
H 1.855 1.227 4.173 -0.237 0.238 -0.069
H -0.618 3.948 1.039 -0.063 0.197 0.158
O 2.424 -0.180 3.002 0.128 -0.171 -0.332
H -3.175 -5.283 -2.395 -0.108 0.031 0.148
H -1.377 -4.422 -4.570 0.037 -0.107 -0.090
H 0.018 -4.407 -0.390 -0.121 -0.417 0.197
O -2.355 2.372 0.226 -0.039 -0.033 0.000
H 4.679 1.874 0.958 0.197 0.135 -0.114
H 2.386 1.296 -2.219 0.113 -0.078 -0.164
H 4.259 4.337 -1.148 0.027 0.030 0.119
```
Forces are in eV/Å.

Properties
Largest force on an atom, eV/A: 1.2
Calculated total energy, Eh: -1502.55431
Energy relative to the best compared isomer or geometry (same formula, charge and spin), kJ/mol: 502.0
Orbital gap, eV: 9.61
SMILES: COC[C@H](C)N.COC[C@H](C)N.OCCO.CO.CO.CO.CO.CO.CO

Here are the Mulliken charges for atoms 1 to 6, given in e: 0.0308 -0.5699 -0.0293 0.2928 0.0447 -0.8075

---

Entry 2:
This record from the OMol25 dataset describes C16H52N4O8 as an isolated structure. The level of theory is the ωB97M-V functional and the def2-TZVPD basis.

```
80
Properties=species:S:1:pos:R:3:forces:R:3
C -4.314 1.788 -3.533 0.124 -1.234 -0.689
H -4.402 -1.250 -0.384 0.006 0.397 0.082
C -1.091 1.663 -3.692 1.422 2.547 0.868
H 3.397 1.824 0.628 -0.045 1.217 -0.389
C 5.613 3.043 3.105 -0.710 0.106 3.059
H 2.196 -5.773 1.572 0.546 0.117 -0.028
H 2.726 0.230 -0.257 0.101 0.600 -0.429
O 0.846 -1.494 1.097 -0.666 -3.275 2.496
C 1.646 1.550 2.516 -2.416 -0.559 0.558
N -0.033 1.712 -4.735 -1.242 0.405 0.218
C 0.085 -1.767 -0.050 0.308 -1.427 -1.130
H 0.295 -0.942 -0.731 -0.773 -0.524 0.077
N 4.356 4.354 1.531 -0.675 0.229 1.224
H 6.143 2.133 3.385 -0.096 -0.132 -0.396
H 1.970 -0.890 0.426 0.178 -0.416 0.501
H 6.294 3.889 3.196 -0.003 -0.069 -0.628
H 0.621 2.431 -4.459 0.316 -0.020 -0.150
O -0.448 0.564 0.822 1.447 -2.074 1.124
H 0.864 2.130 3.006 -0.468 -0.429 0.041
H 1.118 -2.059 3.085 0.214 0.329 -0.223
H 0.480 -2.630 -0.585 0.259 -0.515 0.033
H 0.397 0.308 0.453 0.093 0.208 0.330
H -2.903 -1.361 0.637 -0.172 0.199 0.287
H -0.149 -2.862 2.173 -0.132 -0.448 0.232
C 1.834 -3.702 1.793 -0.742 0.282 0.383
H 1.297 1.212 1.540 0.522 0.796 0.774
H -0.697 -1.299 2.767 -0.296 0.272 0.214
O 2.689 2.407 2.505 1.416 1.289 -0.347
C -2.167 2.827 -3.785 -0.175 -0.066 -1.963
H -3.939 0.765 -3.557 0.308 -0.101 -0.408
N 3.086 -3.523 2.508 0.341 0.923 -0.547
H -5.228 1.659 -2.954 0.276 0.953 0.767
H -1.669 -2.077 -1.319 -0.367 0.042 -1.140
O 1.871 0.009 0.111 3.768 2.210 -2.728
H 4.142 1.097 1.925 -0.056 -0.792 0.442
H 0.527 1.283 -2.197 -0.025 -0.461 0.073
H 3.347 -2.551 2.422 0.349 0.299 0.205
H -0.973 -2.000 0.070 0.532 0.558 1.111
C -1.946 0.079 -1.544 -1.137 -2.757 0.199
H -2.739 0.824 -1.472 -0.692 -0.324 -0.233
H 1.856 -3.626 0.706 0.642 -0.110 -0.376
C 4.803 3.017 1.896 2.662 0.208 -5.272
H 3.807 -4.033 2.018 0.264 -0.230 0.098
H -1.090 1.510 -1.440 2.679 1.533 -3.387
H -0.657 0.105 2.203 0.041 0.442 -0.789
H -1.213 0.402 -0.806 -1.304 -2.878 -0.055
C -4.329 -3.531 0.879 0.397 0.272 -0.103
C -0.415 1.830 -2.234 0.218 0.889 -2.602
H 1.818 0.657 3.118 0.232 -0.292 0.226
H 1.594 -5.461 3.137 -0.633 0.363 0.048
C 3.717 2.059 1.643 0.400 -2.073 1.975
C -2.494 -1.382 -1.481 -1.087 1.337 -0.608
H -1.453 0.334 -2.483 -1.176 -2.348 1.157
H -0.748 1.281 0.263 0.472 -0.196 1.317
H -0.146 2.867 -2.033 -0.032 0.272 -0.505
H 3.609 4.279 2.208 -0.815 1.776 0.636
H -2.525 3.016 -4.797 0.415 -0.673 -0.781
N -3.160 -1.658 -2.798 0.456 -0.657 0.672
C 0.876 -2.496 2.117 -0.613 -1.846 -0.190
O -3.327 2.657 -3.042 -1.555 -0.296 2.136
H -2.191 2.132 -0.557 -0.653 0.284 -0.071
H 5.533 2.731 1.139 0.320 -0.073 -0.645
H 0.580 -5.489 1.571 -0.600 0.169 0.659
H 3.774 4.286 0.709 0.269 -0.081 -0.731
C -3.403 -1.673 -0.280 0.437 -1.367 -0.650
H -4.771 -4.521 0.766 0.421 -0.080 -0.333
H -3.677 -3.503 1.752 -0.005 -0.162 0.205
H -1.551 0.683 -3.815 -0.298 0.579 -0.538
H -1.921 3.858 -3.531 1.326 -0.299 0.535
O -1.347 2.234 -0.118 -3.956 6.855 1.195
H -3.578 -2.575 -2.725 0.304 -0.616 -0.068
H -1.452 3.015 0.426 0.166 0.286 0.652
O -1.040 -0.417 2.908 -0.890 -1.017 2.283
H 0.425 0.814 -4.668 0.363 0.045 -0.184
O -3.564 -3.132 -0.270 -0.699 0.733 0.573
H -4.671 2.044 -4.531 0.316 0.253 -0.280
H -5.166 -2.866 1.092 -0.059 0.316 -0.221
H 4.881 3.220 3.894 0.130 -0.029 0.749
H -3.997 -1.116 -2.955 0.070 0.745 0.357
C 1.472 -5.151 2.099 -0.263 -0.391 -0.955
```
Forces are in eV/Å.

Properties
Largest force on an atom, eV/A: 8.0
Calculated total energy, Eh: -1461.26751
Energy relative to the best compared isomer or geometry (same formula, charge and spin), kJ/mol: 1112.5
Orbital gap, eV: 9.27

Here are the Mulliken charges for atoms 1 to 6, given in e: -0.8563 0.6442 1.0950 0.2282 -1.6174 0.4117

---

Number 1: HOMO energy -9.44 eV. Number 2: HOMO energy -9.06 eV.